No. 1
Molecular formula: C27H44Cl2F12NO11P2S
Method: DFT, ωB97M-V with the def2-TZVPD basis set

Properties
- HOMO-LUMO gap: 0.3407 Ha
- Energy: -139790.539 eV
- Spin multiplicity: 1
- Largest force on an atom: 0.016 Eh/bohr
- Highest occupied orbital energy: -12.413 eV
- Total charge: +1

Each line ends with the Mulliken charge.
Positions of all 100 atoms, in Å:
C (1.91, -1.52, -4.04)  -1.492
C (2.23, -0.07, -4.45)  0.578
C (3.13, 0.64, -3.45)  -1.317
C (0.99, 0.73, -4.89)  -2.072
C (0.02, 1.40, -3.91)  0.198
C (-0.76, 0.63, -2.82)  -0.557
P (-0.04, 0.19, -1.18)  -0.443
P (0.46, 2.25, -0.63)  0.702
O (-0.71, 3.02, -1.08)  -0.617
O (1.80, 2.78, -1.31)  -0.485
O (0.71, 2.33, 0.93)  0.238
C (-1.51, -0.41, -3.65)  0.151
C (-2.56, -1.30, -2.98)  -0.239
Cl (-2.94, -2.58, -4.18)  -0.245
C (-3.88, -0.68, -2.51)  0.401
C (-4.89, -1.72, -1.98)  -1.174
Cl (-3.55, 0.53, -1.23)  -0.099
C (-2.09, 0.49, -4.77)  -1.104
N (-1.19, 1.73, -4.82)  0.054
S (-2.11, 3.20, -4.46)  -0.039
H (1.22, -1.96, -4.77)  0.361
H (2.81, -2.12, -4.07)  0.467
H (1.44, -1.59, -3.06)  0.203
H (2.82, -0.16, -5.37)  0.455
H (4.13, 0.20, -3.51)  0.455
H (2.80, 0.53, -2.42)  0.113
H (3.24, 1.70, -3.67)  0.376
H (0.43, 0.09, -5.57)  0.600
H (1.37, 1.55, -5.51)  0.486
H (0.37, 2.34, -3.48)  1.026
H (-1.51, 1.35, -2.49)  0.663
H (1.20, -0.43, -1.42)  -0.089
H (2.54, 2.89, -0.69)  0.281
H (1.26, 1.61, 1.27)  0.094
H (-0.81, -1.09, -4.14)  -0.043
H (-2.08, -1.79, -2.13)  0.577
H (-4.34, -0.15, -3.34)  0.234
H (-4.49, -2.73, -2.01)  0.229
H (-5.15, -1.50, -0.95)  0.381
H (-5.81, -1.69, -2.57)  0.313
H (-3.09, 0.84, -4.54)  0.473
H (-2.13, 0.04, -5.76)  0.154
H (-0.86, 1.82, -5.78)  0.458
H (-1.03, 3.94, -4.12)  0.229
C (-0.24, 4.94, 2.71)  -0.842
C (-1.05, 4.49, 3.91)  -0.363
O (-0.18, 4.28, 5.05)  -0.231
C (0.16, 5.36, 5.72)  0.268
O (-0.18, 6.49, 5.52)  -0.519
C (1.10, 4.96, 6.89)  0.849
F (2.03, 4.09, 6.47)  -0.168
F (0.39, 4.37, 7.86)  -0.258
F (1.71, 6.02, 7.39)  -0.248
H (0.56, 4.23, 2.51)  0.015
H (-0.88, 5.01, 1.83)  0.407
H (0.21, 5.92, 2.89)  0.393
H (-1.51, 3.53, 3.73)  0.355
H (-1.83, 5.21, 4.17)  0.344
C (-0.31, 0.37, 6.52)  -0.951
C (-0.84, -0.87, 5.84)  -0.302
O (-0.32, -0.99, 4.49)  -0.310
C (0.89, -1.50, 4.38)  0.350
O (1.61, -1.87, 5.26)  -0.508
C (1.29, -1.59, 2.90)  0.873
F (1.00, -0.44, 2.24)  -0.164
F (0.63, -2.58, 2.30)  -0.270
F (2.59, -1.79, 2.75)  -0.247
H (-0.53, 1.26, 5.93)  0.131
H (-0.77, 0.49, 7.50)  0.434
H (0.77, 0.31, 6.66)  0.324
H (-1.92, -0.81, 5.71)  0.351
H (-0.61, -1.77, 6.39)  0.341
C (-4.26, -6.04, -3.47)  -0.871
C (-3.17, -6.52, -2.55)  -0.221
O (-3.23, -7.95, -2.37)  -0.329
C (-2.67, -8.67, -3.33)  0.324
O (-2.13, -8.26, -4.31)  -0.509
C (-2.78, -10.17, -2.99)  0.904
F (-4.00, -10.49, -2.56)  -0.243
F (-1.91, -10.47, -2.02)  -0.251
F (-2.50, -10.91, -4.05)  -0.232
H (-5.24, -6.34, -3.10)  0.326
H (-4.23, -4.95, -3.54)  0.145
H (-4.14, -6.44, -4.47)  0.331
H (-3.29, -6.11, -1.55)  0.321
H (-2.18, -6.25, -2.92)  0.346
C (3.74, 0.86, 3.96)  -0.637
C (3.69, 2.31, 4.38)  -0.029
O (4.78, 3.05, 3.79)  -0.340
C (4.61, 3.39, 2.53)  0.257
O (3.67, 3.15, 1.83)  -0.455
C (5.82, 4.22, 2.03)  0.892
F (6.97, 3.65, 2.40)  -0.244
F (5.77, 5.45, 2.54)  -0.253
F (5.80, 4.30, 0.71)  -0.235
H (4.69, 0.40, 4.24)  0.331
H (2.93, 0.32, 4.45)  -0.050
H (3.62, 0.76, 2.88)  0.250
H (3.81, 2.42, 5.46)  0.423
H (2.75, 2.78, 4.10)  0.059

No. 2
Molecular formula: C27H44N2O3PPdS4Se4
Method: DFT, ωB97M-V with the def2-TZVPD basis set

Properties
- HOMO-LUMO gap (alpha / beta): 0.2377 / 0.2376 Ha
- Energy: -355329.304 eV
- Spin multiplicity: 1
- Largest force on an atom: 0.029 Eh/bohr
- Highest occupied orbital energy (alpha / beta): -10.415 / -10.414 eV
- Total charge: +1

Each line ends with the Mulliken charge.
Positions of all 86 atoms, in Å:
Pd (-1.68, 1.73, 0.24)  0.300
Se (-2.33, 4.05, 0.51)  -0.385
Se (-3.87, 2.88, 1.74)  0.008
Se (-2.54, 2.46, 3.64)  -0.169
Se (-0.59, 1.80, 2.52)  0.154
O (-4.30, 1.55, -1.19)  -0.766
S (-3.02, 1.93, -1.83)  1.286
C (-3.30, 3.39, -2.80)  0.363
C (-4.55, 3.53, -3.40)  -0.456
C (-4.77, 4.65, -4.19)  -0.718
C (-3.77, 5.59, -4.37)  -0.494
C (-2.54, 5.44, -3.75)  -0.840
C (-2.30, 4.34, -2.95)  -0.026
C (-2.72, 0.74, -3.11)  0.407
C (-3.49, -0.41, -3.12)  -0.446
C (-3.22, -1.39, -4.07)  -0.752
C (-2.19, -1.21, -4.98)  -0.578
C (-1.43, -0.04, -4.97)  -0.703
C (-1.70, 0.94, -4.03)  -0.460
H (-5.31, 2.79, -3.24)  0.471
H (-5.73, 4.78, -4.67)  0.416
H (-3.96, 6.46, -4.99)  0.409
H (-1.77, 6.19, -3.88)  0.433
H (-1.35, 4.21, -2.44)  0.465
H (-4.28, -0.53, -2.38)  0.503
H (-3.81, -2.29, -4.08)  0.439
H (-1.99, -1.98, -5.72)  0.437
H (-0.64, 0.10, -5.69)  0.469
H (-1.13, 1.86, -4.02)  0.554
C (2.41, 1.14, 4.20)  -0.996
C (3.05, -0.18, 3.87)  0.580
C (3.76, -0.82, 5.04)  -1.394
O (2.10, -1.14, 3.29)  -0.365
P (0.67, -1.61, 3.75)  0.602
S (0.15, -3.30, 2.98)  -0.463
S (-0.93, -0.33, 3.13)  0.021
O (0.79, -1.55, 5.31)  -0.236
C (-0.21, -1.63, 6.38)  0.510
C (-1.36, -2.56, 6.05)  -1.330
C (-0.65, -0.23, 6.74)  -1.105
H (3.19, 1.83, 4.54)  0.492
H (1.67, 1.04, 5.00)  0.168
H (1.93, 1.58, 3.33)  0.068
H (3.76, -0.05, 3.05)  0.355
H (3.10, -0.92, 5.90)  0.212
H (4.61, -0.19, 5.32)  0.470
H (4.14, -1.81, 4.77)  0.355
H (0.37, -2.05, 7.20)  0.261
H (-1.97, -2.17, 5.23)  0.260
H (-2.00, -2.64, 6.93)  0.472
H (-1.01, -3.55, 5.78)  0.348
H (-1.22, 0.23, 5.93)  0.114
H (0.21, 0.40, 6.98)  0.276
H (-1.30, -0.27, 7.62)  0.485
C (1.87, -5.31, -0.27)  -1.119
C (1.94, -4.25, -1.37)  -0.499
C (2.77, -3.03, -0.97)  0.100
C (2.23, -2.31, 0.27)  -1.364
N (0.85, -1.88, 0.13)  0.635
C (0.41, -0.73, -0.36)  -0.428
S (-1.31, -0.51, -0.35)  -0.295
N (1.31, 0.14, -0.83)  0.529
C (1.06, 1.43, -1.46)  0.361
C (2.22, 1.83, -2.37)  -1.281
C (2.21, 1.19, -3.76)  -0.216
C (2.42, -0.32, -3.77)  -1.060
H (1.43, -6.23, -0.66)  0.408
H (1.25, -4.99, 0.57)  0.198
H (2.86, -5.55, 0.11)  0.282
H (0.93, -3.93, -1.64)  0.237
H (2.38, -4.68, -2.27)  0.443
H (2.81, -2.33, -1.81)  -0.446
H (3.80, -3.33, -0.75)  0.472
H (2.86, -1.45, 0.53)  0.270
H (2.24, -2.97, 1.14)  0.558
H (0.14, -2.47, 0.54)  0.362
H (2.28, -0.13, -0.76)  0.317
H (0.92, 2.19, -0.69)  0.120
H (0.13, 1.35, -2.03)  -0.358
H (3.17, 1.62, -1.86)  0.442
H (2.18, 2.92, -2.49)  0.472
H (3.00, 1.66, -4.35)  0.461
H (1.27, 1.43, -4.26)  0.007
H (3.34, -0.60, -3.25)  0.279
H (2.51, -0.69, -4.79)  0.476
H (1.58, -0.85, -3.31)  0.152